[1]
{
  "formula": "C19H20F6N3O9S3Y",
  "method": "ωB97M-V/def2-TZVPD",
  "elements": ["Y", "O", "C", "C", "C", "C", "C", "C", "C", "C", "N", "H", "H", "H", "H", "H", "H", "H", "H", "H", "H", "H", "F", "C", "F", "F", "S", "O", "O", "N", "S", "O", "O", "C", "F", "F", "F", "C", "C", "C", "C", "C", "C", "C", "S", "O", "O", "N", "C", "C", "O", "O", "H", "H", "H", "H", "H", "H", "H", "H", "H"],
  "coordinates": [[-0.6126, -0.4368, 0.9482], [-0.7974, -0.8497, 3.3892], [-0.9472, -2.2235, 3.7481], [0.3934, -2.9155, 4.0035], [1.3826, -2.7480, 2.8358], [0.9230, -3.3721, 1.5506], [1.3073, -4.6750, 1.2443], [0.9372, -5.2345, 0.0371], [0.1681, -4.4758, -0.8315], [-0.2052, -3.2007, -0.4437], [0.1630, -2.6452, 0.7190], [-0.3775, -0.3938, 4.1358], [-1.4719, -2.6783, 2.9036], [-1.5846, -2.3121, 4.6389], [0.2073, -3.9757, 4.1903], [0.8627, -2.4881, 4.8948], [2.3349, -3.2027, 3.1170], [1.5582, -1.6846, 2.6607], [1.9076, -5.2392, 1.9424], [1.2436, -6.2370, -0.2204], [-0.1307, -4.8635, -1.7932], [-0.8297, -2.5964, -1.0957], [2.8888, 1.4013, -2.3895], [3.1414, 0.1292, -2.1023], [4.4541, -0.0546, -2.1304], [2.5998, -0.6227, -3.0579], [2.3888, -0.2608, -0.4259], [0.9663, -0.0607, -0.6375], [2.7525, -1.5924, -0.0638], [3.0862, 0.8730, 0.4066], [2.4700, 1.1381, 1.8334], [3.4015, 1.1348, 2.9053], [1.2604, 0.3542, 2.0384], [1.8681, 2.9057, 1.6941], [2.8765, 3.7682, 1.6072], [1.1340, 3.0207, 0.5936], [1.1318, 3.2289, 2.7487], [-0.5041, 5.1459, -4.6677], [-0.8969, 4.3236, -3.4796], [0.0092, 3.4275, -2.9172], [-0.3711, 2.6012, -1.8772], [-1.6530, 2.6951, -1.3697], [-2.5683, 3.5757, -1.9117], [-2.1900, 4.3834, -2.9688], [-2.1620, 1.5177, -0.1312], [-3.5363, 1.7699, 0.2026], [-1.2015, 1.6069, 1.0148], [-1.8723, 0.0836, -0.7904], [-3.0503, -0.7430, -0.9508], [-3.1758, -1.7072, 0.2620], [-3.9407, -2.6485, 0.2295], [-2.3909, -1.4124, 1.2428], [0.5339, 5.4635, -4.6047], [-1.1410, 6.0208, -4.7683], [-0.6073, 4.5461, -5.5736], [1.0148, 3.3657, -3.3055], [0.2883, 1.8603, -1.4628], [-3.5661, 3.5941, -1.5084], [-2.9108, 5.0552, -3.4084], [-3.0023, -1.3151, -1.8813], [-3.9548, -0.1246, -0.9684]],
  "atomic_forces_ev_per_a": [[1.809, -1.161, 1.951], [0.262, 0.204, 0.408], [-0.170, -0.824, 0.197], [-0.058, 0.412, -0.327], [-0.072, 0.030, 0.084], [0.173, -0.256, 0.125], [-0.133, 0.054, -0.111], [-0.100, 0.248, 0.073], [-0.047, 0.152, -0.022], [0.009, -0.213, -0.049], [0.561, -1.369, -0.120], [-0.070, 0.067, -0.452], [-0.013, 0.044, 0.233], [0.060, 0.069, -0.240], [-0.029, 0.026, 0.075], [-0.032, -0.102, 0.060], [-0.022, 0.103, -0.039], [0.102, -0.241, 0.143], [0.060, 0.056, 0.093], [0.016, -0.072, -0.049], [-0.093, 0.037, -0.031], [0.034, 0.025, -0.013], [-0.134, 0.218, 0.084], [0.060, 0.170, -0.255], [-0.111, -0.124, 0.428], [-0.208, -0.186, 0.413], [1.439, -0.409, -0.983], [-0.006, 0.242, -0.709], [0.296, -0.111, -0.067], [-0.230, -0.020, 0.369], [0.569, 1.085, 0.192], [0.178, -0.018, -0.078], [0.064, 0.309, 0.392], [-0.011, 0.186, -0.279], [0.169, -0.369, 0.080], [0.011, -0.036, 0.001], [-0.002, -0.278, 0.097], [-0.007, -0.039, -0.069], [-0.110, -0.058, 0.006], [-0.092, -0.051, 0.144], [0.035, 0.031, -0.033], [-0.055, -0.187, 0.352], [-0.151, -0.129, 0.260], [0.219, -0.046, -0.007], [-0.823, 0.338, -1.425], [0.212, 0.169, 0.003], [-0.568, 1.629, -0.446], [-0.612, 1.575, -0.085], [-0.469, -0.317, 0.264], [-0.914, -0.421, -0.900], [0.031, 0.046, -0.079], [-1.133, -0.647, 0.588], [0.060, 0.069, 0.009], [0.000, 0.083, -0.039], [-0.003, 0.042, -0.071], [0.115, -0.013, -0.074], [0.248, 0.040, -0.091], [-0.210, 0.098, 0.031], [-0.073, 0.121, -0.049], [-0.011, 0.014, 0.142], [-0.021, -0.294, -0.109]],
  "total_energy_ha": -3409.7178,
  "spin_multiplicity": 1,
  "gap_ev": 8.78
}

=====

[2]
{
  "formula": "C4H36NO14",
  "method": "ωB97M-V/def2-TZVPD",
  "elements": ["C", "O", "C", "C", "C", "O", "N", "H", "H", "H", "H", "H", "H", "H", "H", "H", "H", "H", "H", "H", "H", "O", "H", "H", "O", "H", "H", "O", "H", "H", "O", "H", "H", "O", "H", "H", "O", "H", "H", "O", "H", "H", "O", "H", "H", "O", "H", "H", "O", "H", "H", "O", "H", "H", "O"],
  "coordinates": [[1.4437, 0.7086, 0.2268], [1.6586, 0.4070, 1.5962], [0.4997, -0.4189, -0.2679], [-0.4318, 0.0357, -1.4094], [-1.2744, 1.2681, -1.1503], [-1.3526, -1.0327, -1.6008], [-0.3164, -0.9584, 0.8824], [0.9631, 1.6799, 0.1525], [2.4363, 0.6888, -0.2851], [1.6799, 1.2902, 2.1620], [1.1078, -1.2609, -0.6232], [0.1797, 0.1847, -2.3208], [-2.2924, 1.2244, -1.6908], [-0.7559, 2.2099, -1.5671], [-1.5410, 1.4388, -0.0950], [-0.8905, -1.7759, -2.0026], [-1.0959, -1.5011, 0.5691], [-0.6655, -0.2136, 1.4887], [0.2307, -1.6153, 1.4773], [-0.9489, 4.2839, 1.0959], [-0.0783, 3.5561, 0.0914], [-0.6190, 3.4474, 0.9406], [1.2704, -1.5005, -3.3139], [1.4614, -0.7789, -4.6442], [1.6755, -0.7104, -3.7134], [-2.1602, -2.0745, 2.3564], [-2.9802, -3.0379, 1.5268], [-2.0687, -2.7264, 1.6693], [-2.0168, -0.4718, 4.2069], [-2.3763, 0.1432, 2.8434], [-1.8321, -0.5673, 3.2403], [-2.8248, -0.7610, -0.7049], [-4.3403, -0.2882, -0.8433], [-3.5558, -0.4322, -0.1815], [0.5899, 3.1483, 2.0567], [1.0980, 3.0464, 3.5156], [1.3360, 2.8512, 2.6648], [0.2173, -3.6014, -3.0162], [1.0954, -3.1045, -1.8470], [0.4427, -2.8002, -2.5271], [1.3520, 2.7979, -1.6770], [1.0653, 4.3936, -1.7556], [0.9342, 3.5890, -1.2421], [2.2621, -1.2834, 1.8071], [2.6034, -2.6063, 2.5468], [2.1453, -2.2040, 1.8114], [2.1873, -2.9584, 0.2856], [2.7452, -4.1333, -0.4924], [2.2325, -3.3532, -0.6173], [-3.3021, 0.7678, 1.0559], [-2.4943, 2.0803, 1.4226], [-3.0088, 1.3023, 1.7800], [1.9866, 0.7190, -2.9013], [3.1026, 1.8305, -2.7610], [2.2521, 1.5585, -2.4068]],
  "atomic_forces_ev_per_a": [[-1.022, -0.484, 2.049], [0.545, 1.559, -1.040], [0.832, -1.091, 0.320], [-1.473, 0.222, -1.047], [-0.793, 1.976, -1.029], [0.560, 0.847, 0.441], [1.806, 0.860, 0.064], [0.440, 0.366, -0.121], [-0.211, -0.016, -0.373], [-0.428, 0.410, 0.064], [-0.276, 0.219, -0.006], [-0.237, -0.262, 0.532], [1.832, -0.198, 0.635], [-0.793, -1.502, 0.835], [0.430, -0.157, -0.534], [0.478, -0.917, -0.439], [-1.335, -0.900, -0.358], [-0.320, -0.098, 0.286], [-0.188, 0.349, -0.241], [-1.313, 2.970, 0.725], [-0.543, -0.045, 0.658], [1.738, -2.643, -1.334], [0.064, -0.272, -0.046], [0.085, 0.176, -0.425], [-0.010, 0.190, 0.227], [-0.108, 0.739, 1.077], [0.529, -0.035, -0.071], [-0.556, -0.919, -1.145], [0.371, -0.334, -1.038], [-0.153, 0.318, -0.201], [-0.056, 0.257, 1.464], [0.055, -0.294, -0.538], [2.199, -0.503, 1.898], [-2.939, 0.536, -1.342], [0.444, -0.020, 0.615], [-0.865, 0.771, 3.557], [0.633, -1.678, -4.382], [-0.104, 0.050, -0.154], [-0.017, -0.069, 0.037], [0.066, -0.329, 0.184], [-0.028, 1.065, -0.245], [0.181, -0.224, -0.139], [0.017, -0.485, 0.234], [0.784, 1.777, 0.556], [0.244, -0.063, 0.420], [-0.885, -1.952, -0.484], [0.095, -0.319, -0.454], [0.673, -1.115, -0.157], [-0.675, 1.234, 0.388], [-0.602, -0.690, -1.401], [-0.998, -1.151, 0.607], [1.541, 2.104, 0.911], [0.516, 0.746, 0.067], [0.202, 0.049, -0.158], [-0.433, -1.020, 0.054]],
  "total_energy_ha": -1281.4946,
  "spin_multiplicity": 2,
  "gap_ev": [11.62, 4.43],
  "total_charge": 2
}

=====

[3]
{
  "formula": "C4H8N2O",
  "method": "ωB97M-V/def2-TZVPD",
  "elements": ["C", "C", "C", "C", "H", "H", "H", "H", "H", "H", "H", "H", "N", "N", "O"],
  "coordinates": [[-0.1155, 2.3122, 0.4997], [0.6099, 0.9691, -1.2442], [0.2340, -0.4486, -0.8148], [-0.2467, -0.8708, 0.4237], [-1.1826, 2.0078, 0.4792], [0.5414, 1.7914, 1.4434], [-0.2006, 3.4785, 0.5347], [1.1264, 0.9774, -2.1283], [0.5556, -1.0641, -1.8615], [-0.6433, 0.0135, 1.2285], [-0.9870, -2.4450, 1.5689], [0.0053, -3.6638, -0.2483], [0.3567, 2.0875, -0.8975], [-0.5425, -2.1474, 0.6497], [0.4888, -2.9977, 0.3667]],
  "atomic_forces_ev_per_a": [[-0.254, 1.415, 0.172], [-0.473, -5.994, -0.142], [1.392, 0.220, -1.096], [-0.705, 5.228, -1.296], [0.447, -0.228, 0.719], [-1.782, 1.543, -2.876], [0.561, -2.164, 0.764], [1.116, -0.676, -2.755], [-1.156, 0.698, 3.713], [1.296, -2.953, -2.317], [1.007, 1.056, -1.519], [1.779, 1.372, 1.350], [-0.318, 5.265, 4.381], [-2.228, -1.557, 3.191], [-0.681, -3.226, -2.287]],
  "smiles": "C/N=C\\C=C\\NO",
  "total_energy_ha": -341.7561,
  "spin_multiplicity": 1,
  "gap_ev": 8.83
}

=====

[4]
{
  "formula": "C4H11NO2",
  "method": "ωB97M-V/def2-TZVPD",
  "elements": ["O", "C", "C", "C", "C", "N", "H", "H", "H", "H", "H", "H", "H", "H", "H", "H", "H", "O"],
  "coordinates": [[1.2912, -1.3133, -0.7655], [1.0558, -0.0954, -0.8186], [0.3087, 0.6482, 0.2246], [-0.9415, 1.4130, -0.2891], [-2.1008, 0.8315, 0.5938], [1.3096, 1.5171, 0.7129], [1.4785, 0.3797, -1.6745], [-0.0429, -0.1352, 1.0673], [-1.2056, 1.3622, -1.3143], [-0.7412, 2.5186, -0.0768], [-2.3071, -0.2244, 0.4493], [-1.9895, 1.0736, 1.6600], [-3.0597, 1.2590, 0.2397], [1.6194, 2.3648, 0.0770], [2.0563, 0.9114, 1.2827], [1.3160, -4.7538, -0.9473], [1.0483, -3.4399, -0.2356], [0.9047, -4.3169, -0.1856]],
  "atomic_forces_ev_per_a": [[-0.322, 1.798, 0.229], [-0.374, -4.409, 0.080], [-1.199, -1.416, -0.238], [0.081, 0.398, 2.996], [-1.214, 1.576, -1.058], [3.133, 1.308, 1.969], [0.252, 1.339, -0.727], [1.083, 1.796, -1.876], [0.149, -0.520, -1.110], [-0.560, -1.390, -0.065], [0.727, -0.314, 0.038], [0.115, -0.169, -0.388], [0.321, 0.208, 0.416], [-0.495, -2.835, 1.851], [-1.689, 2.529, -2.103], [-0.181, 0.519, 0.403], [0.909, 4.844, -0.557], [-0.736, -5.264, 0.141]],
  "smiles": "CC[C@H](N)C=O.O",
  "total_energy_ha": -364.1731,
  "spin_multiplicity": 1,
  "gap_ev": 10.07
}

=====

[5]
{
  "formula": "C4H6O2Zn",
  "method": "ωB97M-V/def2-TZVPD",
  "elements": ["O", "C", "H", "H", "C", "C", "C", "O", "Zn", "H", "H", "H", "H"],
  "coordinates": [[2.3865, -0.4190, -1.6943], [1.7154, -0.0676, -0.5442], [2.0873, -1.2813, -2.0004], [2.1452, 0.8336, -0.1024], [0.5388, -0.5816, -0.1339], [-0.3657, 0.0342, 0.8475], [-1.5904, 0.7831, 0.2629], [-2.8132, 0.2867, 0.7843], [-1.8476, -1.0795, 1.6125], [0.1809, 0.6362, 1.5924], [0.6499, -1.6984, -0.2604], [-1.5826, 0.6855, -0.8417], [-1.5045, 1.8680, 0.4776]],
  "atomic_forces_ev_per_a": [[0.410, -0.276, 1.310], [-0.761, 1.332, -0.753], [-0.249, -0.073, -0.082], [-0.164, 0.068, -0.417], [2.432, -2.030, 0.113], [0.562, 0.105, 0.539], [-0.323, 0.523, -0.615], [-0.264, 0.041, 0.010], [-0.062, 0.061, 0.233], [-0.268, -0.145, -0.224], [-1.414, 0.887, -0.640], [0.082, -0.103, 0.388], [0.018, -0.391, 0.139]],
  "total_energy_ha": -2085.6724,
  "spin_multiplicity": 1,
  "gap_ev": 7.25
}

=====

[6]
{
  "formula": "C15H20AlBBrCaF11N4O6",
  "method": "ωB97M-V/def2-TZVPD",
  "elements": ["C", "N", "C", "N", "C", "N", "N", "Br", "H", "H", "H", "H", "H", "H", "C", "C", "O", "C", "O", "O", "F", "H", "H", "H", "F", "C", "C", "C", "C", "C", "C", "H", "H", "H", "H", "H", "C", "O", "C", "O", "O", "C", "H", "H", "H", "H", "H", "H", "B", "F", "F", "F", "F", "F", "Ca", "F", "Al", "F", "F", "F"],
  "coordinates": [[-2.4351, 0.3946, -0.4706], [-1.6637, -0.6969, -1.0638], [-2.0397, -1.6386, -1.8959], [-1.0287, -2.4591, -2.2091], [0.0026, -1.9797, -1.5262], [1.2692, -2.4236, -1.5148], [-0.3376, -0.8867, -0.8055], [0.6646, 0.1764, 0.2876], [-3.4888, 0.1458, -0.5399], [-2.1959, 1.3130, -1.0026], [-2.2119, 0.4758, 0.5899], [-3.0264, -1.7563, -2.3081], [1.5070, -3.3584, -1.7877], [2.0371, -1.7854, -1.3941], [-5.7080, -3.1451, 0.2988], [-7.1408, -2.6748, 0.1917], [-7.1118, -1.4490, 0.9003], [-5.8545, -0.9453, 0.7851], [-5.5470, 0.1700, 1.0291], [-4.9923, -1.9041, 0.3399], [-7.9940, -3.5243, 0.8068], [-5.5295, -3.6998, 1.2204], [-5.3942, -3.7500, -0.5481], [-7.4853, -2.4955, -0.8283], [-2.3488, 3.7386, -1.6601], [-1.5755, 4.1444, -0.6313], [-1.8628, 3.6696, 0.6305], [-1.0700, 4.0642, 1.7001], [-0.0176, 4.9452, 1.4884], [0.2509, 5.4148, 0.2052], [-0.5269, 5.0061, -0.8688], [-2.6968, 2.9917, 0.7677], [-1.2732, 3.6854, 2.6932], [0.5977, 5.2595, 2.3213], [1.0723, 6.0985, 0.0387], [-0.3289, 5.3452, -1.8837], [3.5695, -2.2677, 1.2999], [4.5048, -2.5733, 0.1871], [5.6730, -2.8338, 0.6009], [6.0408, -2.7752, 1.7970], [6.4773, -3.1613, -0.4112], [7.8156, -3.4729, -0.0674], [2.5999, -2.0361, 0.8882], [3.4729, -3.1483, 1.9328], [3.9128, -1.3979, 1.8633], [7.8550, -4.3325, 0.6017], [8.3146, -2.6020, 0.3923], [8.3455, -3.7130, -0.9827], [1.6252, -1.5201, 4.3792], [2.4892, -0.8832, 3.4626], [2.0674, -1.2837, 5.6862], [0.3211, -1.0309, 4.2033], [1.6538, -2.9137, 4.1064], [4.6546, 0.3102, 1.3535], [7.6103, -1.4400, 2.5438], [0.6641, 5.1407, -6.4048], [-0.7128, 5.3505, -5.4393], [-0.2249, 5.8103, -3.8579], [-1.5759, 3.8892, -5.3501], [-1.6964, 6.5602, -6.0938]],
  "atomic_forces_ev_per_a": [[0.063, 0.104, -0.053], [-0.790, 0.782, 0.491], [0.723, -0.814, -0.217], [-0.254, 0.040, 0.185], [0.909, 0.336, 0.081], [0.295, -0.207, 0.047], [-0.561, -0.478, -0.529], [0.186, 0.045, 0.194], [-0.008, -0.006, -0.231], [-0.117, 0.111, 0.106], [0.184, -0.008, -0.016], [-0.156, 0.284, 0.202], [-0.297, -0.026, -0.290], [-0.084, 0.116, 0.174], [0.219, -0.197, -0.165], [-0.080, -0.135, 0.355], [0.203, 0.011, -0.378], [-0.036, 0.122, 0.235], [0.140, -0.006, -0.039], [-0.216, -0.018, -0.077], [-0.026, 0.052, -0.011], [-0.166, 0.036, 0.055], [0.117, 0.167, -0.066], [-0.103, -0.060, 0.024], [-0.016, -0.099, 0.007], [0.111, 0.079, 0.147], [-0.159, -0.279, 0.169], [0.106, 0.102, -0.069], [0.062, 0.000, -0.019], [-0.166, -0.203, 0.207], [0.186, 0.221, -0.444], [-0.053, 0.089, 0.048], [-0.032, 0.010, -0.001], [-0.003, -0.002, 0.003], [-0.001, 0.000, -0.035], [-0.076, -0.011, 0.037], [-0.693, 0.104, 0.984], [-0.177, -0.258, 0.610], [-0.771, 0.389, -0.740], [1.448, 0.122, -0.086], [0.314, 0.028, 0.384], [-0.129, -0.314, 0.076], [0.085, -0.049, -0.445], [0.098, -0.068, -0.112], [0.143, 0.045, -0.402], [0.046, 0.064, 0.075], [0.153, 0.018, -0.151], [-0.046, 0.157, -0.069], [-0.224, -0.115, 0.176], [0.124, 0.094, -0.171], [0.066, -0.040, -0.044], [0.039, -0.045, -0.087], [0.066, -0.017, -0.088], [1.558, -0.676, 0.225], [-2.249, 0.499, -0.326], [-0.077, -0.026, 0.132], [0.006, 0.083, 0.053], [-0.069, -0.139, -0.276], [0.119, 0.079, 0.070], [0.066, -0.090, 0.085]],
  "total_energy_ha": -5871.8220,
  "spin_multiplicity": 1,
  "gap_ev": 3.42
}

=====

Q: Which formula does entry 4 have?
A: C4H11NO2